1.
The following is a DFT calculation (ωB97M-V/def2-TZVPD) of a molecular structure, C46H48AsN3Yb in a non-equilibrium geometry.

Element x y z (Å)
H  0.440  4.675  0.524
C  0.857  -4.442  2.641
N  0.602  -0.886  -4.310
H  -0.441  4.499  -6.765
H  0.389  2.466  2.767
C  1.358  -2.607  -3.190
C  1.190  2.698  0.082
C  1.383  1.720  -6.651
N  1.666  -3.604  2.011
H  2.583  -2.050  0.130
C  -3.991  3.112  3.083
C  2.894  1.367  -0.711
C  -0.271  -5.002  2.069
H  -1.503  2.945  -5.259
H  -3.718  -0.635  4.071
H  -4.663  -3.189  0.145
C  -0.816  0.154  5.169
H  -1.140  1.437  -2.513
C  0.098  3.692  0.155
H  0.733  3.338  -2.569
C  -3.782  0.421  3.805
H  1.845  -3.507  -2.797
C  3.684  0.338  1.507
H  -1.728  0.750  5.207
C  -2.390  -2.695  3.269
H  1.248  -1.419  2.952
H  3.422  0.166  -6.789
H  -0.698  3.361  0.837
H  4.087  -0.320  -1.294
C  -3.143  -1.975  1.074
H  -0.479  0.278  7.298
Yb  0.585  -0.012  -0.539
C  -1.447  0.949  -3.467
C  0.294  2.547  -6.414
C  -4.802  1.213  4.347
C  -2.964  2.327  2.543
H  1.611  -2.521  -5.412
H  3.543  0.691  -2.646
H  3.846  0.703  2.529
C  -4.127  -3.933  2.108
H  4.854  1.251  -1.593
H  2.650  -1.310  -6.270
C  -2.346  -1.782  2.210
H  4.634  0.108  1.008
C  1.108  -0.801  6.301
C  -4.905  2.561  3.989
H  -5.698  3.180  4.414
C  -0.364  -0.368  3.948
C  1.339  -2.089  -4.435
C  -0.659  2.305  -5.413
C  1.573  0.567  -5.922
H  3.177  -0.671  1.633
C  3.885  0.718  -1.601
C  0.477  0.304  -5.115
H  1.679  1.340  3.210
C  0.074  -3.532  0.171
C  -0.624  -4.575  0.785
H  -1.733  -0.100  -3.250
C  -0.531  1.176  -4.633
H  2.513  -1.850  5.021
H  2.490  3.544  -2.746
H  -0.186  -3.167  -0.834
C  1.896  2.302  -1.091
H  1.681  -0.976  7.215
H  -3.374  -4.445  4.070
C  -3.308  -3.756  3.224
As  -1.322  -0.089  2.232
C  -2.839  0.982  2.934
C  2.817  -0.263  -5.988
H  1.723  2.015  -3.206
C  1.699  2.826  -2.461
C  -4.035  -3.048  1.027
H  1.184  -4.669  3.647
C  1.782  2.035  1.188
H  -2.385  1.469  -3.710
C  0.270  -0.627  -3.032
C  0.102  3.711  -7.290
C  1.582  -1.283  5.073
H  -3.071  -1.273  0.237
H  -1.487  -5.023  0.317
H  1.072  4.085  -7.630
C  1.453  2.237  2.618
H  -0.478  3.412  -8.173
H  3.444  -0.248  -5.078
H  -5.510  0.768  5.047
H  -1.718  -2.587  4.122
C  0.860  -1.052  3.903
H  2.106  1.920  -7.425
H  -0.822  -5.745  2.619
C  -0.094  -0.091  6.346
H  -2.264  2.750  1.821
H  -4.077  4.162  2.795
C  1.080  -2.907  1.015
C  2.834  1.221  0.699
N  0.485  -1.840  -2.438
H  -4.837  -4.763  2.073
H  -0.363  3.861  -0.827
H  2.026  3.068  3.069
C  2.228  -1.999  1.185

E ... -145312.484 eV
<S²> ... 0.76
2S+1 ... 2
Net charge ... -1
Strongest force on any atom ... 5.169 eV/A


2.
The following is a DFT calculation (ωB97M-V/def2-TZVPD) of C23H27ClN4O in the gas phase.

Element x y z (Å)
H  2.966  -0.372  -3.535
C  1.976  2.490  2.124
C  -2.155  -1.965  3.293
H  1.328  3.442  0.279
N  -1.422  -1.730  -0.155
C  -1.090  0.161  2.978
H  2.071  -3.520  -0.781
C  -2.397  -3.262  1.192
C  -0.311  1.026  0.765
H  -4.431  0.529  -3.097
N  1.096  0.798  0.481
C  -1.794  1.048  -2.795
H  3.039  0.875  1.225
C  -1.207  1.434  -0.426
H  -0.341  0.073  -1.620
C  1.594  -1.532  -0.117
C  -3.791  -0.304  -3.362
H  -1.781  -0.605  4.874
H  2.999  3.664  3.633
H  1.200  -1.859  0.836
H  -0.368  1.951  1.340
N  -2.028  -2.185  1.955
H  -4.271  -1.212  -3.706
C  -1.436  -1.254  1.093
H  -2.133  -3.544  -0.970
C  2.023  1.064  1.578
C  2.092  0.237  -1.667
H  4.050  2.532  2.783
H  1.010  2.653  2.614
H  2.094  4.540  1.422
C  -0.958  -0.039  1.623
H  -0.854  -1.078  -4.393
Cl  3.158  -3.202  -3.386
C  2.564  -2.039  -2.249
H  2.921  1.946  4.009
H  -2.631  -2.745  3.868
H  3.078  3.405  0.490
H  -0.988  -1.679  -2.731
H  2.091  1.291  -1.909
H  -2.886  -4.129  1.596
C  -1.560  -1.366  -3.609
C  -2.004  -2.935  -0.087
H  -0.740  1.091  3.409
C  -2.470  -0.217  -3.264
N  -1.013  0.820  -1.602
C  -1.684  -0.798  3.817
H  1.852  0.350  2.401
H  -2.125  -2.228  -3.961
O  -2.078  2.266  -0.232
H  -1.135  1.427  -3.585
C  2.127  3.527  1.016
C  1.582  -0.176  -0.437
H  -2.532  1.826  -2.614
C  2.579  -0.692  -2.576
C  2.079  -2.465  -1.023
C  3.047  2.666  3.197

Relative energy (zero: lowest compared OMol25 entry of this formula, charge and spin) ... 21.87 kcal/mol
E ... -44819.678 eV
Strongest force on any atom ... 0.992 eV/A


3.
The following is a DFT calculation (ωB97M-V/def2-TZVPD) of C4H10N2O2 in the gas phase in a non-equilibrium geometry.

Element x y z (Å)
H  -2.044  1.794  -0.502
H  0.096  -1.183  0.268
N  0.675  -0.280  0.190
H  0.283  0.543  -2.882
O  -0.952  -0.965  -1.985
H  1.662  0.978  1.575
H  -1.249  -1.426  -2.885
H  0.237  -1.404  2.567
H  0.446  1.654  -0.453
H  -0.496  0.042  2.674
C  -0.079  0.702  -0.697
O  -2.076  0.217  0.607
C  0.133  -0.009  -2.045
C  1.226  0.081  1.469
H  2.131  -0.644  1.568
C  -1.461  0.911  -0.142
N  0.421  -0.373  2.570
H  1.045  -0.638  -1.898

Relative energy (zero: lowest compared OMol25 entry of this formula, charge and spin) ... 101.42 kcal/mol
E ... -11382.505 eV
Strongest force on any atom ... 6.861 eV/A


4.
The following is a DFT calculation (ωB97M-V/def2-TZVPD) of 2 unconnected molecules or ions with the total composition C7H17O4.

Element x y z (Å)
C  -2.744  2.371  -0.104
C  1.336  0.514  1.161
H  -3.086  0.549  1.668
H  2.341  0.716  -1.399
C  3.301  0.226  -1.156
H  2.329  -2.736  -2.191
C  3.534  0.270  0.347
C  -3.630  -1.658  0.414
H  -3.411  2.002  -0.899
H  -1.545  -0.320  1.312
H  0.624  0.208  1.926
C  -2.367  0.268  0.870
O  -3.039  -0.496  -0.109
H  4.409  -0.341  0.604
H  -2.866  -2.376  0.758
H  3.739  1.314  0.643
H  1.307  -1.309  -1.843
H  1.392  1.554  0.829
H  -3.354  2.691  0.758
H  2.104  -2.188  -0.502
C  2.218  -1.857  -1.546
H  -4.296  -1.426  1.264
O  -1.811  1.385  0.284
H  -4.231  -2.111  -0.383
O  2.458  -0.236  1.121
O  3.364  -1.058  -1.723
H  -2.176  3.229  -0.480
H  4.103  0.814  -1.626

Relative energy (zero: lowest compared OMol25 entry of this formula, charge and spin) ... 0.00 kcal/mol
E ... -15720.610 eV
<S²> ... 0.75
2S+1 ... 2
Strongest force on any atom ... 0.466 eV/A


5.
The following is a DFT calculation (ωB97M-V/def2-TZVPD) of C13H20N4O4 in the gas phase.

Element x y z (Å)
C  -3.581  -0.183  0.051
C  -0.200  -0.444  1.628
C  -2.019  -2.195  0.194
C  -3.823  1.216  0.329
C  2.282  -0.396  1.160
C  4.838  -0.429  -1.573
N  3.404  -0.031  0.329
C  3.456  -0.684  -0.966
C  -6.003  1.111  -0.821
H  -1.036  -2.251  -0.269
N  -5.006  1.757  -0.128
H  -2.754  -2.651  -0.459
H  2.320  -1.481  1.294
N  -1.508  -0.053  1.172
C  -2.373  -0.773  0.478
N  -5.722  -0.208  -1.050
H  -0.029  0.042  2.592
H  2.864  1.864  -0.478
H  -1.785  0.931  1.305
O  -3.058  1.971  0.933
C  -4.595  -0.933  -0.671
H  3.306  -1.757  -0.832
H  5.602  -0.883  -0.926
H  -5.153  2.739  0.076
H  5.187  2.656  -0.655
H  0.830  1.079  0.514
H  3.597  1.871  1.153
O  -4.570  -2.112  -0.976
H  2.691  -0.296  -1.660
H  4.906  -0.855  -2.575
O  5.087  0.950  -1.712
H  -0.153  -1.524  1.778
C  3.623  1.394  0.171
C  5.000  1.598  -0.465
H  2.440  0.069  2.138
O  -7.014  1.656  -1.183
H  5.770  1.204  0.215
H  -6.424  -0.740  -1.552
C  0.886  -0.003  0.642
H  0.708  -0.470  -0.328
H  -1.992  -2.756  1.127

Relative energy (zero: lowest compared OMol25 entry of this formula, charge and spin) ... 3.91 kcal/mol
E ... -27957.734 eV
Strongest force on any atom ... 0.534 eV/A


6.
The following is a DFT calculation (ωB97M-V/def2-TZVPD) of CH4O in the gas phase in a non-equilibrium geometry.

Element x y z (Å)
H  0.565  -0.624  -0.825
O  -0.931  -0.288  0.492
H  -1.439  -0.044  -0.322
C  0.341  0.021  0.006
H  0.455  1.086  -0.228
H  1.009  -0.150  0.877

Relative energy (zero: lowest compared OMol25 entry of this formula, charge and spin) ... 4.56 kcal/mol
E ... -3148.615 eV
Strongest force on any atom ... 2.533 eV/A


> Which value of strongest force on any atom does entry 6 give?

2.533 eV/A